Entry 1:
Computed, not measured: a cluster of 4 separate species, C29H56FN5O6P in total at a distorted geometry, with ωB97M-V/def2-TZVPD.

Calculated values
- E_HOMO: -10.530 eV
- Energy relative to the best compared isomer or geometry (same formula, charge and spin): 0.0 kJ/mol
- Strongest force on any atom: 2.3 eV Å⁻¹
- Total energy: -2304.80609 Ha
- Gap between HOMO and LUMO: 8.56 eV
- Total charge: +1

Each line ends with the Löwdin charge.
Positions of all 98 atoms, in Å:
C (-2.9431, -4.0730, 1.6544)  -0.07
C (-2.6477, -4.2435, 0.1557)  -0.25
N (-2.7149, -2.9630, -0.5722)  -0.05
C (-1.7043, -2.0138, -0.1465)  -0.37
N (-0.3690, -2.6232, -0.0257)  0.07
C (0.7480, -1.6810, -0.2248)  -0.29
C (0.8581, -0.6892, 0.9553)  -0.15
C (0.2260, -1.0248, 2.1291)  -0.01
C (0.3420, -0.1185, 3.1604)  -0.04
C (1.0651, 1.0218, 2.9301)  -0.15
N (1.7110, 1.3424, 1.8253)  0.09
C (1.5992, 0.4610, 0.8299)  -0.09
C (2.0214, -2.5714, -0.1402)  -0.29
C (2.1175, -3.4260, 1.1272)  0.01
F (3.1603, -1.7705, -0.1685)  -0.02
C (0.6169, -0.9635, -1.6056)  -0.18
C (1.6162, -1.3547, -2.7045)  -0.12
C (1.3193, -2.6963, -3.3897)  -0.24
N (0.2941, -2.5849, -4.4609)  0.00
N (-0.7679, -1.1086, -2.1903)  0.11
C (-1.7079, -0.7435, -1.0759)  -0.34
P (-3.4513, -0.4465, -1.6715)  0.94
C (-3.4509, 0.8968, -2.9637)  -0.27
C (-4.3536, 0.1039, -0.1800)  -0.27
H (-3.4105, -3.0989, 1.8105)  0.06
H (-3.5674, -4.8670, 2.0518)  0.08
H (-1.9941, -4.0780, 2.1998)  0.06
H (-3.4407, -4.8686, -0.2607)  0.12
H (-1.7207, -4.8010, -0.0172)  0.10
H (-2.6327, -3.1771, -1.5637)  0.09
H (-2.0428, -1.6518, 0.8273)  0.13
H (-0.2514, -3.3143, -0.7659)  0.12
H (-0.3488, -1.9331, 2.2148)  0.11
H (-0.1451, -0.3075, 4.1056)  0.11
H (1.1154, 1.7450, 3.7428)  0.12
H (2.1114, 0.6738, -0.1032)  0.11
H (2.1091, -3.2448, -0.9948)  0.13
H (2.8227, -2.9358, 1.8013)  0.10
H (2.5461, -4.3993, 0.8939)  0.09
H (1.1853, -3.5354, 1.6711)  0.07
H (0.7209, 0.1145, -1.4987)  0.12
H (2.6577, -1.3317, -2.3886)  0.12
H (1.5345, -0.5888, -3.4835)  0.11
H (0.9142, -3.4232, -2.6722)  0.09
H (2.1968, -3.1714, -3.8276)  0.12
H (0.6504, -2.9374, -5.3370)  0.08
H (0.0104, -1.6224, -4.5849)  0.05
H (-1.0023, -2.0765, -2.4234)  0.14
H (-0.8661, -0.4607, -2.9802)  0.13
H (-1.2882, 0.0845, -0.5011)  0.13
H (-4.3117, 1.5319, -2.7550)  0.04
H (-3.5855, 0.3962, -3.9169)  0.03
H (-2.5362, 1.4931, -2.9666)  0.01
H (-5.3626, 0.3882, -0.4810)  0.05
H (-4.4458, -0.6810, 0.5753)  0.02
H (-3.9050, 0.9824, 0.2961)  0.04
O (-5.4500, -1.4840, 2.6265)  0.09
C (-5.0978, -0.7191, 3.4864)  -0.52
O (-4.6860, 0.5171, 3.1457)  -0.02
C (-4.4380, 1.5653, 4.0904)  -0.22
C (-3.0281, 1.4974, 4.6391)  -0.06
C (-5.0183, -1.1475, 4.9317)  0.02
H (-5.1914, 1.5630, 4.8783)  0.12
H (-4.5699, 2.4933, 3.5365)  0.12
H (-2.8562, 0.5727, 5.1917)  0.07
H (-2.8372, 2.3375, 5.3069)  0.09
H (-2.3033, 1.5254, 3.8235)  0.07
H (-4.0566, -1.6288, 5.1065)  0.10
H (-5.8127, -1.8664, 5.1163)  0.10
H (-5.1542, -0.3358, 5.6423)  0.07
O (7.7420, 3.6315, 2.7122)  0.12
C (7.0527, 2.9734, 1.9870)  -0.53
O (6.0296, 2.2669, 2.5111)  0.00
C (5.0330, 1.6136, 1.7226)  -0.25
C (5.4812, 0.2288, 1.3066)  -0.05
C (7.3564, 2.8449, 0.5111)  0.01
H (4.7418, 2.2323, 0.8708)  0.11
H (4.1575, 1.5366, 2.3609)  0.10
H (6.3680, 0.2660, 0.6724)  0.07
H (4.6901, -0.2822, 0.7612)  0.05
H (5.7402, -0.3629, 2.1852)  0.09
H (8.0871, 2.0501, 0.3678)  0.10
H (7.7839, 3.7850, 0.1709)  0.09
H (6.4814, 2.6519, -0.1064)  0.06
O (-0.0587, 1.4109, -3.6857)  0.06
C (0.1868, 2.5868, -3.5084)  -0.51
O (-0.5973, 3.4913, -4.0734)  0.02
C (-0.5322, 4.9024, -3.7904)  -0.21
C (0.4978, 5.5960, -4.6544)  -0.05
C (1.4082, 3.0283, -2.7417)  0.04
H (-0.3698, 5.0743, -2.7261)  0.12
H (-1.5234, 5.2878, -4.0195)  0.13
H (1.5045, 5.2246, -4.4603)  0.07
H (0.4863, 6.6696, -4.4700)  0.09
H (0.2879, 5.4189, -5.7091)  0.09
H (2.2597, 3.0579, -3.4206)  0.11
H (1.6057, 2.2991, -1.9575)  0.07
H (1.2971, 3.9924, -2.2535)  0.08

---

Entry 2:
Computed, not measured: a cluster of 3 separate species, C29H56N2O3P in total at a distorted geometry, with ωB97M-V/def2-TZVPD.

Calculated values
- E_HOMO (alpha / beta): -3.535 / -3.534 eV
- Strongest force on any atom: 5.0 eV Å⁻¹
- Total energy: -1814.53448 Ha
- Expectation value of S²: 2.009
- Gap between HOMO and LUMO (alpha / beta): 5.68 / 5.13 eV
- 2S+1: 3
- Total charge: -1

Each line ends with the Mulliken spin population.
Positions of all 91 atoms, in Å:
C (0.6116, 0.5134, 5.0486)  0.00
O (0.2539, -0.7729, 5.6675)  0.00
C (0.5312, -1.9132, 4.7591)  0.00
P (-0.7990, -2.1353, 3.3781)  0.00
C (0.3680, -1.4899, 1.9977)  0.00
C (-2.1460, -2.4792, 2.0156)  0.00
C (-3.5185, -1.7130, 2.5367)  0.00
C (-3.7722, -0.0717, 2.4039)  0.00
C (-5.1729, 0.6193, 2.9878)  0.00
C (-6.3244, -0.3323, 3.6831)  0.00
C (-6.0408, -1.9639, 3.8109)  0.00
C (-7.1274, -2.9992, 4.5359)  0.00
C (-4.6677, -2.6744, 3.2276)  0.00
H (-0.0440, 1.3404, 5.6042)  0.00
H (0.3080, 0.5732, 3.9137)  0.00
H (1.7440, 0.8038, 5.1317)  0.00
H (0.4686, -2.8850, 5.4498)  0.00
H (1.6341, -1.8949, 4.3486)  0.00
H (-0.3150, -3.5115, 3.2478)  0.00
H (-1.7193, -2.6427, 4.4014)  0.00
H (-1.3706, -0.8208, 3.6094)  0.00
H (0.6872, -2.3781, 1.2858)  0.00
H (1.3562, -0.9949, 2.3824)  0.00
H (-0.2266, -0.6409, 1.4155)  0.00
H (-2.3706, -3.6465, 2.0295)  0.00
H (-1.7931, -2.1379, 0.9509)  0.00
H (-2.9492, 0.6121, 1.8828)  0.00
H (-5.2806, 1.7916, 2.8885)  0.00
H (-7.3315, 0.1021, 4.1026)  0.00
H (-7.2356, -4.0084, 3.9427)  0.00
H (-6.6285, -3.2922, 5.5794)  0.00
H (-8.1446, -2.4756, 4.7885)  0.00
H (-4.4994, -3.8517, 3.3227)  0.00
C (5.6418, 1.1505, -1.4296)  0.01
C (4.7931, 0.2058, -0.5282)  0.02
C (5.6576, -0.9949, -0.0488)  0.02
C (5.9129, -2.0394, -1.1310)  -0.02
C (4.6035, -2.4895, -1.7693)  0.01
C (3.7501, -1.3107, -2.2998)  0.02
N (3.5657, -0.2235, -1.2793)  0.21
O (2.6237, -0.6774, -0.3380)  0.68
C (4.4124, -0.7333, -3.5794)  0.01
C (2.3890, -1.8817, -2.8202)  0.00
C (4.4670, 1.0774, 0.7307)  0.00
H (6.5138, 0.6483, -1.8629)  0.00
H (5.0502, 1.5751, -2.2473)  0.00
H (6.0301, 2.0123, -0.8787)  0.00
H (5.1622, -1.4939, 0.7956)  0.00
H (6.6215, -0.6366, 0.3364)  0.00
H (6.5933, -1.6449, -1.8922)  0.00
H (6.4182, -2.9046, -0.6884)  0.00
H (4.8260, -3.1932, -2.5821)  0.00
H (4.0316, -3.0589, -1.0227)  0.00
H (3.8679, 0.1460, -3.9433)  0.00
H (4.4097, -1.4724, -4.3896)  0.00
H (5.4571, -0.4537, -3.4410)  0.00
H (1.8458, -2.4441, -2.0515)  0.00
H (2.5477, -2.5783, -3.6525)  0.00
H (1.7365, -1.0794, -3.1840)  0.00
H (3.8386, 1.9371, 0.4653)  0.00
H (5.3831, 1.4639, 1.1870)  0.00
H (3.9573, 0.5071, 1.5168)  0.00
C (0.0661, 2.0391, -3.6893)  0.02
C (-0.5525, 1.8555, -2.2720)  0.02
C (-1.4568, 0.5905, -2.2430)  0.03
C (-2.7965, 0.7763, -2.9486)  -0.02
C (-3.5177, 2.0133, -2.4249)  0.02
C (-2.6511, 3.2954, -2.4927)  0.03
N (-1.2887, 3.1066, -1.8878)  0.28
O (-1.4399, 3.1030, -0.4891)  0.64
C (-2.5191, 3.7475, -3.9717)  0.01
C (-3.4472, 4.4651, -1.8240)  -0.01
C (0.6831, 1.5662, -1.3552)  -0.02
H (-0.5034, 1.5200, -4.4681)  0.00
H (0.1425, 3.0953, -3.9680)  -0.01
H (1.0874, 1.6515, -3.7504)  0.01
H (-1.6576, 0.3028, -1.2017)  -0.01
H (-0.9303, -0.2608, -2.6945)  0.00
H (-2.6534, 0.8471, -4.0314)  0.00
H (-3.4211, -0.1077, -2.7801)  0.00
H (-4.4466, 2.1524, -2.9935)  0.00
H (-3.8231, 1.8229, -1.3861)  0.00
H (-1.8561, 4.6162, -4.0613)  -0.01
H (-3.4935, 4.0421, -4.3798)  0.00
H (-2.1477, 2.9658, -4.6348)  0.00
H (-3.7366, 4.2418, -0.7902)  0.00
H (-4.3800, 4.6654, -2.3651)  0.00
H (-2.8626, 5.3925, -1.8241)  0.00
H (1.3573, 2.4313, -1.3144)  0.00
H (1.2581, 0.7145, -1.7307)  0.02
H (0.3944, 1.3053, -0.3299)  0.00